Molecular formula: C14H23BF11NO12S2Zr
Method: DFT, ωB97M-V/def2-TZVPD

Each line ends with the Mulliken charge.
Cartesian coordinates (Å):
Zr1 -0.409 0.424 0.381  1.05
N1 -0.987 1.481 -1.347  0.17
S1 -0.574 1.612 -2.899  0.78
O1 0.315 2.691 -3.126  -0.59
O2 -1.435 1.139 -3.924  -0.58
F1 0.484 0.376 -2.885  -0.28
S2 -2.461 2.336 -1.575  0.75
O3 -3.604 1.546 -1.738  -0.53
O4 -2.354 3.635 -2.118  -0.58
F2 -2.559 2.713 -0.033  -0.23
B1 1.887 0.516 -0.036  1.73
H1 1.278 -0.389 -0.395  -0.41
H2 1.686 0.478 1.117  0.25
H3 3.041 0.520 -0.339  -0.20
H4 1.320 1.436 -0.447  -0.48
O5 -2.346 -0.296 0.667  -0.50
C1 -2.932 -0.278 1.941  -0.66
C2 -1.992 0.403 2.963  -0.47
O6 -0.761 0.855 2.453  -0.68
H5 -3.187 -1.310 2.212  0.34
H6 -3.872 0.284 1.895  0.35
H7 -1.710 -0.356 3.712  0.25
H8 -2.563 1.190 3.463  0.35
C3 1.473 5.221 -1.357  -0.97
C4 2.128 4.405 -0.242  0.40
O7 1.430 4.652 0.999  -0.38
C5 0.463 3.889 1.359  0.52
O8 0.073 2.886 0.828  -0.68
C6 -0.230 4.388 2.637  0.81
F3 -1.555 4.242 2.533  -0.23
F4 0.153 3.636 3.670  -0.24
F5 0.044 5.654 2.903  -0.26
H9 1.422 6.287 -1.141  0.34
H10 0.458 4.850 -1.505  0.13
H11 2.026 5.077 -2.284  0.39
H12 3.148 4.761 -0.127  0.34
H13 2.109 3.347 -0.480  -0.28
C7 -1.320 -4.515 1.368  -1.07
C8 -1.043 -3.615 2.538  0.14
O9 0.384 -3.403 2.718  -0.34
C9 0.918 -2.420 2.084  0.66
O10 0.359 -1.651 1.355  -0.75
C10 2.451 -2.368 2.326  0.71
F6 3.044 -2.282 1.128  -0.23
F7 2.751 -1.256 3.020  -0.25
F8 2.912 -3.404 2.983  -0.26
H14 -0.762 -5.448 1.495  0.34
H15 -1.195 -4.199 0.338  0.11
H16 -2.377 -4.785 1.477  0.42
H17 -1.353 -4.147 3.430  0.36
H18 -1.524 -2.644 2.448  -0.14
C11 2.612 -3.512 -3.083  -1.48
C12 1.769 -2.423 -2.455  0.17
O11 0.401 -2.493 -2.932  -0.31
C13 -0.564 -2.120 -2.159  0.78
O12 -0.443 -1.462 -1.168  0.00
C14 -1.951 -2.629 -2.608  0.77
F9 -1.827 -3.533 -3.584  -0.28
F10 -2.557 -3.225 -1.569  -0.21
F11 -2.701 -1.629 -3.015  -0.18
H19 3.646 -3.193 -2.926  0.40
H20 2.488 -3.531 -4.164  0.36
H21 2.479 -4.483 -2.615  0.35
H22 2.127 -1.451 -2.794  0.25
H23 1.872 -2.480 -1.372  -0.03

Atoms 1-2, force components in eV/Å:
Zr -1.49 -1.22 4.60
N -3.47 2.13 -3.69

Values from the calculation:
* total charge: 0
* energy above the lowest of the compared OMol25 structures with the same formula, charge and spin: 0.0 kcal per mole
* HOMO energy: -0.3350 Eh
* spin multiplicity: 1
* electronic energy: -3471.76374 Ha
* M: 772.481 g mol⁻¹
* gap between HOMO and LUMO: 9.019 eV


Molecular formula: C6H6O
Method: DFT, ωB97M-V/def2-TZVPD

Each line ends with the Mulliken charge.
Cartesian coordinates (Å):
O1 -1.494 1.947 -0.813  -0.51
C1 -1.048 0.752 -0.277  -0.39
C2 0.422 -0.534 -0.395  -0.30
C3 1.746 -0.096 0.041  -0.55
C4 2.825 0.314 0.394  0.26
C5 -0.302 -1.315 0.591  -0.39
C6 -1.245 -1.490 1.329  -0.11
H1 -1.409 2.662 -0.164  0.36
H2 -0.821 0.867 0.771  0.30
H3 -1.736 -0.010 -0.612  0.27
H4 0.498 -1.079 -1.350  0.28
H5 3.769 0.702 0.712  0.41
H6 -2.039 -1.710 2.004  0.40

Atoms 1-2, force components in eV/Å:
O 0.93 0.10 -0.42
C 0.33 -0.45 0.04

Values from the calculation:
* total charge: 0
* energy above the lowest of the compared OMol25 structures with the same formula, charge and spin: 140.9 kcal per mole
* HOMO energy: -0.3323 Eh
* spin multiplicity: 1
* electronic energy: -307.23893 Ha
* M: 94.113 g mol⁻¹
* gap between HOMO and LUMO: 9.648 eV


Molecular formula: C21H32N4O2
Method: DFT, ωB97M-V/def2-TZVPD

Each line ends with the Mulliken charge.
Cartesian coordinates (Å):
C1 3.908 -3.105 6.994  -1.43
C2 2.991 -2.286 6.099  -0.25
O1 2.406 -3.168 5.163  -0.40
C3 1.526 -2.674 4.251  0.82
C4 0.977 -3.607 3.369  -0.71
C5 0.073 -3.212 2.406  -0.42
C6 -0.315 -1.882 2.296  0.17
C7 -1.314 -1.435 1.262  -1.13
N1 -0.850 -0.231 0.599  0.33
C8 0.265 -0.481 -0.292  -0.52
C9 0.855 0.840 -0.770  -1.24
N2 -0.170 1.648 -1.405  1.04
C10 0.379 2.866 -1.976  -1.28
C11 -0.576 3.545 -2.961  -0.78
C12 -1.093 2.576 -4.030  -0.67
N3 -0.020 2.015 -4.800  1.07
C13 0.608 0.841 -4.593  0.08
C14 1.609 0.752 -5.533  -0.95
C15 1.505 1.942 -6.265  -0.27
N4 0.520 2.692 -5.807  -1.26
C16 -1.225 1.901 -0.441  -1.44
C17 -1.879 0.579 -0.027  -0.32
C18 -2.582 -0.083 -1.229  -0.14
C19 -3.921 0.573 -1.565  -0.87
O2 -4.502 0.040 -2.732  -0.53
C20 0.236 -0.959 3.172  -0.70
C21 1.148 -1.340 4.140  -0.31
H1 4.376 -2.461 7.733  0.42
H2 3.336 -3.876 7.503  0.33
H3 4.678 -3.584 6.397  0.33
H4 2.210 -1.800 6.700  0.36
H5 3.567 -1.509 5.577  0.35
H6 1.280 -4.638 3.461  0.42
H7 -0.338 -3.949 1.731  0.37
H8 -1.502 -2.264 0.558  0.34
H9 -2.260 -1.196 1.761  0.44
H10 -0.031 -1.092 -1.162  0.19
H11 1.024 -1.034 0.266  0.50
H12 1.296 1.366 0.096  0.28
H13 1.650 0.642 -1.493  0.48
H14 0.663 3.591 -1.192  0.37
H15 1.290 2.589 -2.514  0.51
H16 -0.038 4.358 -3.451  0.48
H17 -1.431 3.974 -2.439  0.41
H18 -1.754 3.112 -4.715  0.32
H19 -1.642 1.761 -3.556  0.28
H20 0.304 0.174 -3.813  0.43
H21 2.308 -0.047 -5.675  0.40
H22 2.096 2.272 -7.095  0.45
H23 -0.827 2.395 0.463  0.36
H24 -1.974 2.554 -0.887  0.41
H25 -2.632 0.792 0.744  0.65
H26 -1.929 -0.023 -2.101  -0.18
H27 -2.760 -1.139 -1.004  0.67
H28 -4.609 0.473 -0.712  0.42
H29 -3.790 1.636 -1.776  0.22
H30 -4.619 -0.910 -2.616  0.34
H31 -0.053 0.077 3.084  0.40
H32 1.555 -0.591 4.802  0.38

Atoms 1-2, force components in eV/Å:
C -0.29 0.13 -0.32
C 0.20 0.17 0.29

Values from the calculation:
* structure (SMILES): CCOc1ccc(CN2CCN(CCCn3cccn3)C[C@H]2CCO)cc1
* total charge: 0
* energy above the lowest of the compared OMol25 structures with the same formula, charge and spin: 61.3 kcal per mole
* HOMO energy: -0.3067 Eh
* spin multiplicity: 1
* electronic energy: -1188.87677 Ha
* M: 372.513 g mol⁻¹
* gap between HOMO and LUMO: 9.039 eV